(1)
C28H47BrClFN5O5S3 | the ωB97M-V functional and the def2-TZVPD basis

F_max	0.6	eV/Å
LUMO	-4.7	eV
charge	+1

Atoms and positions in Å:
C  -3.664  2.390  -2.978
C  -2.204  1.924  -3.087
C  -1.363  2.317  -1.859
N  -0.309  1.331  -1.526
C  -0.508  0.399  -0.446
C  -1.963  -0.130  -0.501
C  -2.416  -1.394  0.271
C  -3.123  -2.461  -0.590
C  -4.443  -2.926  0.005
O  -4.310  -3.230  1.400
C  -3.651  -4.380  1.696
C  -2.999  -4.308  3.049
O  -3.623  -5.324  0.961
C  0.597  -0.737  -0.613
Br  -0.098  -2.064  -1.856
C  1.979  -0.330  -1.195
C  3.118  0.134  -0.257
C  4.154  -0.960  0.057
S  5.799  -0.235  0.336
C  6.306  -1.142  1.795
S  7.734  -1.889  1.836
N  5.376  -1.058  2.843
C  5.418  0.265  3.511
C  4.442  0.299  4.671
O  4.663  -0.768  5.565
C  4.422  -1.990  4.898
C  5.446  -2.181  3.794
N  0.768  -1.232  0.785
C  1.274  -2.555  1.271
C  1.901  -3.491  0.262
F  0.176  -3.146  1.847
C  0.427  -0.319  1.638
Cl  0.627  -0.536  3.286
C  -0.131  0.947  1.017
N  0.841  2.017  1.092
S  -1.561  1.566  2.049
C  -0.896  2.469  3.418
O  -2.258  0.423  2.560
O  -2.236  2.521  1.215
H  -4.312  1.610  -2.581
H  -3.709  3.259  -2.317
H  -4.028  2.735  -3.945
H  -2.126  0.851  -3.265
H  -1.755  2.399  -3.963
H  -0.843  3.249  -2.096
H  -2.005  2.547  -1.011
H  0.554  1.839  -1.394
H  -2.603  0.695  -0.193
H  -2.175  -0.285  -1.556
H  -1.612  -1.880  0.820
H  -3.128  -1.081  1.032
H  -2.483  -3.327  -0.755
H  -3.361  -2.058  -1.580
H  -4.801  -3.804  -0.531
H  -5.211  -2.156  -0.064
H  -3.766  -4.408  3.820
H  -2.269  -5.106  3.145
H  -2.546  -3.327  3.191
H  2.366  -1.199  -1.725
H  1.795  0.399  -1.983
H  2.791  0.562  0.690
H  3.647  0.941  -0.771
H  3.922  -1.476  0.985
H  4.236  -1.666  -0.770
H  6.436  0.482  3.851
H  5.110  1.020  2.786
H  4.546  1.228  5.229
H  3.416  0.241  4.277
H  3.400  -1.995  4.491
H  4.528  -2.782  5.637
H  6.435  -2.259  4.254
H  5.242  -3.103  3.244
H  1.969  -2.334  2.081
H  2.810  -3.906  0.695
H  2.165  -3.024  -0.678
H  1.210  -4.310  0.071
H  0.370  2.912  0.981
H  1.535  1.968  0.358
H  -0.573  1.793  4.201
H  -0.132  3.180  3.125
H  -1.783  3.014  3.749
N  -2.888  4.537  -6.632
C  -3.134  5.814  -7.060
C  -4.178  5.764  -7.942
C  -4.579  4.404  -8.052
C  -3.764  3.672  -7.232
H  -2.171  4.274  -5.984
H  -2.549  6.644  -6.703
H  -4.609  6.608  -8.455
H  -5.372  4.012  -8.665
H  -3.732  2.615  -7.027

Here are the Löwdin charges for atoms 1 to 4, given in e:
1. C -0.082
2. C -0.228
3. C -0.191
4. N 0.019


(2)
C28H47BrNP3V | the ωB97M-V functional and the def2-TZVPD basis

F_max	5.8	eV/Å
multiplicity	2
LUMO (alpha / beta)	-14.7 / -14.9	eV
charge	+4

Atoms and positions in Å:
C  -4.918  -4.105  3.077
C  -4.253  -3.241  2.164
C  -4.778  -3.344  0.826
C  -5.962  -4.056  0.547
N  -6.600  -4.772  1.480
C  -6.098  -4.795  2.720
C  -3.160  -2.345  2.514
C  -2.245  -1.577  2.060
C  -1.793  -1.828  0.653
C  -1.993  -0.795  -0.295
C  -0.995  -0.601  -1.283
C  -0.107  -1.667  -1.635
C  -0.055  -2.763  -0.747
C  -0.662  -2.669  0.508
V  -0.352  -0.382  1.104
P  0.357  1.934  0.904
H  -4.253  -2.910  -0.018
H  -4.493  -4.282  4.059
H  -6.403  -4.058  -0.458
H  -6.655  -5.399  3.463
H  -0.411  -3.351  1.330
H  -2.887  -0.160  -0.234
H  0.545  -3.665  -0.962
H  -1.172  0.221  -1.973
C  2.100  2.313  0.313
C  2.292  3.729  -0.235
H  2.365  1.537  -0.424
H  2.766  2.127  1.172
H  3.367  3.933  -0.279
H  1.884  3.841  -1.256
H  1.832  4.496  0.410
C  -0.862  2.797  -0.126
C  -2.289  2.686  0.422
H  -0.828  2.368  -1.145
H  -0.558  3.856  -0.207
H  -2.989  3.082  -0.333
H  -2.594  1.652  0.662
H  -2.420  3.295  1.340
C  0.302  2.723  2.537
C  0.146  4.247  2.595
H  1.223  2.457  3.071
H  -0.521  2.252  3.095
H  -0.195  4.549  3.597
H  1.106  4.755  2.413
H  -0.587  4.634  1.876
Br  2.048  -0.949  -0.326
P  1.695  0.263  -3.977
C  0.937  1.700  -3.127
C  0.974  3.012  -3.917
H  1.449  1.819  -2.160
H  -0.098  1.427  -2.898
H  0.448  3.794  -3.353
H  1.994  3.364  -4.102
H  0.471  2.907  -4.888
C  3.314  -0.036  -3.153
C  4.119  -1.142  -3.811
H  3.146  -0.288  -2.085
H  3.863  0.920  -3.161
H  5.034  -1.346  -3.252
H  3.517  -2.052  -3.853
H  4.411  -0.879  -4.830
C  0.652  -1.187  -3.988
C  -0.613  -0.920  -4.813
H  0.443  -1.630  -2.670
H  1.117  -2.076  -4.441
H  -1.431  -1.654  -4.731
H  -1.006  0.093  -4.640
H  -0.278  -0.968  -5.860
C  3.365  -0.327  2.518
P  1.576  -0.670  2.851
C  1.578  -2.420  3.303
C  1.323  0.260  4.401
H  3.708  -0.915  1.653
H  3.961  -0.600  3.398
H  3.511  0.741  2.295
H  1.900  -2.490  4.349
H  0.566  -2.821  3.216
H  2.270  -2.978  2.660
H  1.476  -0.407  5.256
H  2.058  1.082  4.424
H  0.304  0.656  4.409

Here are the Löwdin charges for atoms 1 to 4, given in e:
1. C 0.038
2. C -0.171
3. C 0.015
4. C -0.071


(3)
C28H47Cl10CuN4O6Pd | the ωB97M-V functional and the def2-TZVPD basis

F_max	5.1	eV/Å
multiplicity	4
LUMO (alpha / beta)	-10.1 / -12.1	eV
charge	+3

Atoms and positions in Å:
C  -0.811  -8.340  -2.809
C  -1.960  -7.517  -2.210
N  -1.483  -6.221  -1.679
C  -1.676  -4.995  -2.233
C  -1.079  -4.104  -1.476
N  -0.589  -4.801  -0.418
C  -0.763  -6.077  -0.639
C  -0.003  -4.208  0.768
H  -1.111  -9.344  -3.098
H  0.005  -8.499  -2.098
H  -0.419  -7.819  -3.685
H  -2.371  -8.108  -1.388
H  -2.722  -7.368  -2.966
H  -2.296  -4.956  -3.112
H  -0.937  -3.054  -1.591
H  -0.399  -6.874  -0.012
H  0.353  -5.005  1.409
H  -0.779  -3.654  1.292
H  0.804  -3.572  0.438
Cu  2.110  1.094  4.533
Pd  -1.824  2.245  4.497
C  -1.091  0.743  0.510
C  -0.724  -0.299  -0.462
C  0.694  -0.847  -0.382
O  1.079  -1.759  -1.061
C  1.577  -0.269  0.642
C  1.168  0.696  1.628
C  -0.236  1.252  1.522
O  -0.696  2.024  2.298
O  2.033  1.194  2.311
O  -1.496  -0.726  -1.207
H  -2.140  1.039  0.431
H  2.582  -0.687  0.656
Cl  -4.637  1.831  -3.857
C  -4.385  2.828  -2.385
C  -3.066  3.480  -2.415
Cl  -2.988  4.751  -3.671
H  -4.456  2.096  -1.575
H  -5.234  3.497  -2.326
H  -2.274  2.796  -2.711
H  -2.781  3.972  -1.485
Cl  6.335  0.396  -0.765
C  5.485  1.275  0.545
C  5.595  0.565  1.867
Cl  6.822  1.290  2.908
H  4.450  1.472  0.250
H  5.941  2.263  0.529
H  5.734  -0.502  1.721
H  4.659  0.660  2.429
Cl  3.969  -2.284  -4.177
C  4.404  -1.645  -2.574
C  4.544  -2.714  -1.546
Cl  5.824  -3.871  -1.977
H  3.573  -1.000  -2.280
H  5.300  -1.058  -2.682
H  3.619  -3.268  -1.393
H  4.853  -2.277  -0.595
Cl  -5.414  0.400  0.969
C  -4.427  -0.697  0.034
C  -4.949  -0.965  -1.365
Cl  -6.628  -1.459  -1.347
H  -4.331  -1.652  0.560
H  -3.417  -0.305  -0.024
H  -4.348  -1.726  -1.840
H  -4.940  -0.012  -1.900
Cl  -1.541  0.430  -6.410
C  -0.881  -0.492  -5.029
C  0.488  -1.148  -5.265
Cl  0.492  -2.200  -6.691
H  -1.632  -1.234  -4.776
H  -0.810  0.279  -4.265
H  0.601  -1.828  -4.423
H  1.251  -0.387  -5.367
C  -4.351  3.310  2.398
O  -3.451  3.037  3.244
N  -4.255  4.269  1.519
C  -5.415  4.604  0.707
C  -3.058  4.999  1.339
H  -5.318  2.818  2.399
H  -6.063  3.745  0.565
H  -5.066  4.977  -0.253
H  -6.000  5.393  1.183
H  -3.208  6.047  1.619
H  -2.292  4.677  2.040
H  -2.674  4.943  0.325
C  4.490  3.429  4.589
O  3.625  2.503  4.569
N  4.578  4.413  5.490
C  5.664  5.424  5.418
C  3.700  4.494  6.657
H  5.178  3.631  3.759
H  6.103  5.477  6.425
H  5.267  6.407  5.183
H  6.496  5.125  4.794
H  2.866  3.804  6.607
H  4.271  4.228  7.553
H  3.308  5.503  6.770

Here are the Löwdin charges for atoms 1 to 4, given in e:
1. C -0.052
2. C -0.124
3. N -0.026
4. C 0.015


Number 1: calculated total energy -6073.39983 a.u.. Number 2: calculated total energy -5690.07915 a.u.. Number 3: calculated total energy -8134.70767 a.u..